C24H32N6O4 in the gas phase, computed with ωB97M-V/def2-TZVPD.

Relative energy (zero: lowest compared OMol25 entry of this formula, charge and spin): 599.64 kJ/mol
Multiplicity: 1
Structure (SMILES): COc1ccc(OC)c([C@@H](c2nnnn2CCC(C)C)N2CCN(C(=O)c3ccco3)CC2)c1
F_max: 1.59 eV Å⁻¹
DFT total energy: -42536.086 eV
Kohn-Sham gap: 8.70 eV

Each line ends with the Mulliken charge.
Cartesian coordinates (Å):
C1 -5.1207 1.1339 -1.0195  -0.79
O1 -4.8794 0.8272 0.3350  -0.50
C2 -3.6373 0.4045 0.6876  -0.04
C3 -3.4403 0.1149 2.0371  -0.94
C4 -2.2149 -0.3227 2.4978  -0.47
C5 -1.1504 -0.4960 1.6194  1.42
O2 0.0957 -0.9429 1.9882  -0.26
C6 0.3742 -1.0874 3.3608  -1.15
C7 -1.3420 -0.2073 0.2656  -0.57
C8 -0.2192 -0.3745 -0.7387  0.05
C9 -0.7393 -1.2484 -1.8290  -0.52
N1 -0.9994 -0.9374 -3.0789  -0.25
N2 -1.4762 -2.0342 -3.6506  -0.91
N3 -1.5272 -2.9963 -2.8311  -0.57
N4 -1.0696 -2.5547 -1.6549  0.95
C10 -1.0638 -3.3974 -0.4921  -0.68
C11 -2.5018 -3.6183 -0.0133  -0.25
C12 -2.6394 -4.5967 1.1597  0.50
C13 -2.1144 -5.9888 0.8148  -1.72
C14 -1.9683 -4.0643 2.4231  -1.26
N5 0.1853 0.9222 -1.2669  0.21
C15 0.4961 1.9091 -0.2534  -0.75
C16 1.8445 1.6600 0.4497  -0.62
N6 2.8980 1.5932 -0.5355  0.06
C17 3.9406 2.4416 -0.6988  0.63
O3 4.6581 2.3927 -1.6893  -0.71
C18 4.2585 3.4375 0.3438  0.42
C19 5.0989 4.5103 0.1809  -0.49
C20 5.1818 5.1498 1.4355  -0.50
C21 4.3992 4.4201 2.2767  -0.47
O4 3.8361 3.3871 1.6319  -0.30
C22 2.6374 0.6084 -1.5696  -0.86
C23 1.2755 0.8704 -2.2253  -0.90
C24 -2.5722 0.2424 -0.1901  0.03
H1 -4.9690 0.2615 -1.6624  0.32
H2 -6.1639 1.4410 -1.0684  0.24
H3 -4.4835 1.9536 -1.3646  0.31
H4 -4.2660 0.2434 2.7182  0.45
H5 -2.0992 -0.5257 3.5505  0.49
H6 1.4248 -1.3689 3.4188  0.29
H7 0.2214 -0.1477 3.8998  0.40
H8 -0.2343 -1.8745 3.8160  0.36
H9 0.6106 -0.9108 -0.2438  0.54
H10 -0.6156 -4.3501 -0.7833  0.36
H11 -0.4561 -2.9215 0.2780  0.25
H12 -2.9264 -2.6532 0.2769  -0.21
H13 -3.0768 -3.9982 -0.8611  0.57
H14 -3.7134 -4.6817 1.3614  0.41
H15 -1.0295 -5.9925 0.7433  0.35
H16 -2.5277 -6.3322 -0.1304  0.39
H17 -2.3996 -6.6968 1.5894  0.47
H18 -0.8895 -4.0109 2.2963  0.29
H19 -2.1768 -4.7223 3.2637  0.54
H20 -2.3459 -3.0718 2.6594  0.14
H21 -0.3038 1.9370 0.4880  0.33
H22 0.5350 2.8798 -0.7571  0.56
H23 2.0303 2.4559 1.1646  0.69
H24 1.8052 0.7081 0.9926  0.01
H25 5.5843 4.7870 -0.7314  0.51
H26 5.7473 6.0255 1.6787  0.45
H27 4.1697 4.5268 3.3190  0.46
H28 3.4351 0.6830 -2.3094  0.53
H29 2.6618 -0.3896 -1.1161  0.24
H30 1.0590 0.1121 -2.9759  0.50
H31 1.3045 1.8419 -2.7258  0.39
H32 -2.6603 0.4707 -1.2400  0.63